1.
Below is a molecular structure, C41H93I2NO13PS at a distorted geometry, with properties calculated with the ωB97M-V functional and the def2-TZVPD basis.

Structure (XYZ):
```
152
Properties=species:S:1:pos:R:3:forces:R:3:lowdin_charge:R:1
I -3.046476 3.757729 -1.113111 -0.75 -1.22 0.92 0.83
I -1.109264 3.405285 1.927315 -1.49 -1.47 -0.04 0.80
S -7.655015 3.006368 2.727369 0.34 -0.26 -0.26 0.16
P -6.182624 3.119008 1.461486 -1.27 0.55 0.99 0.36
O 7.435080 -6.894292 5.770901 -0.15 0.02 -0.15 -0.10
O -6.144682 -6.083481 0.006632 2.63 -0.71 1.52 -0.07
O -4.323048 -5.547743 1.420844 -3.60 -2.32 -1.58 0.04
O 8.795438 6.787324 1.643750 0.06 -0.03 -0.20 -0.10
O 1.644711 -3.452231 2.819383 0.13 0.30 0.19 -0.10
O -8.152105 -0.742726 -6.644739 0.17 -0.01 0.01 -0.08
O -4.421366 -8.530902 -2.629158 0.17 0.09 -0.22 -0.11
O 3.444901 -4.847708 5.639029 -0.29 -0.12 0.03 -0.09
O 3.235920 12.112699 -1.846269 0.02 0.12 0.13 -0.09
O 5.231466 9.895454 2.515464 0.17 -0.03 0.19 -0.09
O 5.900848 5.702060 -3.132162 -0.28 -0.05 -0.18 -0.10
O 2.951935 2.770598 -1.641125 -0.29 -0.08 0.22 -0.10
O -8.454036 0.913740 0.413800 2.55 -0.55 -0.69 -0.03
N -4.618404 1.240355 -0.061732 -0.90 -1.97 -1.02 -0.10
C -4.572061 -10.905143 -2.231244 0.03 -0.13 0.11 -0.09
C -2.786491 -0.279251 -1.282169 -0.92 -0.21 0.29 -0.13
C 7.659039 7.039821 3.754126 -0.19 0.05 0.05 -0.09
C 2.808585 10.464523 -3.553218 -0.05 -0.15 -0.05 -0.09
C -5.456099 -4.766296 -2.023540 -0.11 0.20 1.21 -0.15
C -6.896925 -0.647187 -0.896337 3.02 1.88 0.71 -0.02
C 7.688285 6.160872 -1.578963 0.05 0.08 0.20 -0.08
C -5.305567 -6.128369 -1.198981 -0.71 -0.14 -2.23 -0.18
C -4.284720 0.065499 -0.861421 -2.46 -0.87 -0.25 -0.02
C 0.284453 0.153305 -1.955303 0.80 -0.05 -0.54 -0.20
C -3.508160 2.151438 0.321189 1.99 0.48 1.77 -0.77
C -5.622636 -7.524681 2.099232 -0.86 0.42 -0.97 0.00
C 6.202739 5.921094 -1.758229 0.45 -0.16 -0.19 -0.32
C 3.970002 9.862239 0.461479 0.07 0.05 -0.08 -0.09
C 8.104353 6.081483 2.667838 0.26 0.28 0.27 -0.32
C 3.575829 3.076770 -2.884703 0.40 -0.01 0.19 -0.31
C -3.202814 0.851790 2.546546 -0.07 1.48 0.33 -0.11
C -9.850389 -1.196194 -4.995300 -0.01 -0.09 0.17 -0.10
C -5.412273 -0.916287 -1.326532 -2.02 2.21 1.64 -0.01
C 1.457440 -1.600332 -0.267350 0.72 -0.56 -0.21 -0.14
C -5.304169 -6.283374 1.140427 2.16 1.14 1.53 -0.42
C 5.232899 -3.233452 5.715501 0.11 0.10 0.06 -0.09
C 9.197967 -6.396354 7.338903 0.10 0.12 0.09 -0.09
C 1.826545 -4.819394 2.462067 -0.39 -0.15 0.07 -0.32
C -2.314424 0.335642 -2.684629 1.76 -0.38 -0.46 -0.18
C 4.828248 -4.652075 5.366986 -0.14 0.32 -0.07 -0.31
C 0.644482 -5.308437 1.648813 -0.04 -0.07 -0.13 -0.09
C -5.146416 -2.205454 -2.230706 0.69 0.64 0.37 -0.16
C 4.565976 1.989240 -3.252248 0.01 -0.07 -0.13 -0.09
C -0.848807 -0.324283 -2.986996 -0.53 -0.58 1.33 -0.20
C -5.269410 -9.563101 -2.134862 0.16 -0.29 -0.33 -0.32
C -8.657418 -0.341951 -5.378424 -0.37 -0.06 -0.38 -0.33
C -4.672083 -3.510354 -1.363984 -0.13 0.04 -1.17 -0.16
C 5.046901 9.192838 1.292255 -0.42 0.10 0.09 -0.34
C 2.234847 11.584504 -2.707634 0.36 0.04 -0.22 -0.32
C -8.084960 -1.646019 -1.303568 0.46 0.15 1.16 -0.02
C -7.140611 0.628923 -0.022912 1.70 -0.69 -0.25 -0.12
C -5.958866 1.578775 0.383851 -0.68 -3.03 -1.92 -0.22
C 7.718929 -6.666871 7.146827 0.34 -0.26 -0.13 -0.33
C -2.768364 2.026683 1.526099 -2.24 -1.07 -2.23 -0.72
C 1.467474 -0.952497 -1.738233 0.25 1.08 0.39 -0.24
H 3.020162 9.884712 1.004590 0.00 -0.11 -0.05 0.08
H 7.404373 -7.544376 7.720564 -0.01 0.11 0.18 0.11
H 2.455530 -2.168005 -0.115450 -1.63 0.86 -0.22 0.08
H 5.875688 5.047909 -1.182754 -0.02 0.06 0.21 0.10
H -5.718366 -7.107353 3.166611 0.26 -0.87 -1.68 0.10
H -4.285236 0.494831 2.351174 1.90 0.50 0.01 0.09
H 0.632437 -2.387847 -0.114095 1.05 1.37 -0.20 0.06
H -7.672180 -2.720910 -1.230472 -0.70 1.77 -0.41 0.09
H -0.090949 0.406616 -0.907085 0.16 -0.28 -1.48 0.09
H 2.949601 -4.215288 5.099909 0.16 -0.09 0.10 0.06
H -6.599581 -8.027119 1.745473 1.53 0.83 0.77 0.09
H 5.012021 -4.862820 4.308664 0.22 -0.03 0.03 0.11
H 2.748388 -4.898011 1.881945 -0.04 0.19 0.12 0.12
H 0.766522 1.113926 -2.375653 -0.77 -1.42 0.77 0.11
H 7.240689 5.588789 2.215247 0.14 0.07 -0.14 0.11
H -0.513123 -0.142369 -4.064120 -0.56 -0.29 1.54 0.12
H 7.931595 6.335816 -0.528085 0.09 -0.02 -0.10 0.05
H -10.244810 -0.900489 -4.019420 -0.11 -0.01 -0.06 0.06
H -4.228636 -6.452554 -0.998731 -1.53 0.77 -0.08 0.14
H 7.127765 -5.809647 7.476467 -0.05 -0.09 -0.16 0.10
H 0.832220 -3.392583 3.339638 0.18 -0.02 -0.13 0.08
H 5.997823 9.191623 0.755014 0.01 0.04 0.22 0.11
H -5.188101 -4.941416 -3.119654 -0.09 0.32 1.52 0.13
H 3.647529 2.710552 -0.973006 -0.17 0.03 -0.15 0.08
H -3.640063 -10.894952 -1.660358 -0.12 0.02 0.02 0.08
H 7.954279 -7.658848 5.488772 -0.14 0.19 0.04 0.08
H 1.851058 12.392821 -3.338184 -0.18 -0.11 -0.05 0.11
H -0.284384 -5.211026 2.218782 0.05 -0.12 0.03 0.08
H 3.821916 9.334415 -0.483861 -0.05 0.07 0.02 0.06
H 2.449515 -0.345689 -1.811951 -1.45 -1.15 -0.01 0.09
H -4.902616 -3.393682 -0.247964 0.23 -0.29 -1.66 0.12
H 0.773199 -6.355145 1.363533 -0.07 0.05 0.02 0.08
H 9.794842 -7.244039 6.989779 -0.04 -0.02 0.12 0.07
H -2.729322 -1.430978 -1.389569 -0.28 1.90 0.26 0.11
H -8.959599 -1.610308 -0.548864 1.48 0.13 -1.14 0.10
H -2.975301 0.030258 -3.570344 0.56 0.52 1.54 0.12
H 4.777558 8.155612 1.519965 0.06 -0.12 -0.17 0.10
H -4.775702 -8.296899 1.999224 -1.18 1.41 0.28 0.10
H 8.768223 5.311301 3.073485 -0.15 -0.12 0.07 0.11
H -4.986248 3.458016 2.209563 -0.42 -0.51 -1.22 0.00
H 3.642887 10.826892 -4.160839 -0.11 0.01 -0.05 0.08
H 4.238688 10.898879 0.247705 -0.01 -0.16 -0.07 0.07
H 8.264760 5.301740 -1.935319 -0.04 -0.03 0.10 0.08
H 2.795561 3.156284 -3.644870 -0.06 -0.01 0.20 0.11
H 3.200436 9.666074 -2.917780 -0.10 0.05 -0.02 0.06
H -6.418079 4.216558 0.559798 0.70 -0.78 0.05 0.00
H 0.527128 -4.707582 0.742987 0.10 -0.07 0.03 0.06
H 8.010697 7.025704 -2.164487 -0.11 -0.02 0.08 0.08
H 4.651130 -2.511304 5.134700 0.09 -0.04 -0.07 0.07
H -2.114267 -0.019904 -0.396178 -0.78 -0.12 -1.45 0.11
H -4.218422 -8.737272 -3.551581 0.01 0.01 0.23 0.09
H 5.395169 -5.368204 5.963668 -0.22 -0.05 -0.13 0.09
H 8.519071 7.552000 4.195268 -0.02 -0.12 0.05 0.08
H -5.511738 -9.332021 -1.094832 0.07 0.16 -0.10 0.11
H 1.942885 -5.408850 3.376723 0.09 -0.17 -0.13 0.10
H -3.247056 1.351673 3.589884 0.37 -1.08 -1.57 0.10
H 7.006348 7.812882 3.339546 0.00 -0.09 0.03 0.06
H -1.002048 -1.458596 -2.795318 0.37 1.63 -0.69 0.11
H -5.210661 -11.705194 -1.849741 0.06 0.00 -0.07 0.08
H -6.072403 -2.477475 -2.862182 1.36 0.70 1.20 0.11
H 6.294956 -3.070351 5.516381 -0.05 0.04 0.00 0.07
H 9.507769 -5.526152 6.754448 -0.09 -0.02 0.09 0.08
H -6.198299 -9.562791 -2.714176 -0.10 -0.10 0.14 0.11
H 3.952320 12.446742 -2.402364 -0.16 -0.05 0.16 0.09
H 4.063550 1.020806 -3.324441 0.01 0.09 -0.07 0.06
H 9.428253 -6.214560 8.391402 0.05 -0.04 -0.06 0.08
H -7.855221 -0.453310 -4.644495 0.10 0.01 -0.19 0.10
H -2.456047 -0.009603 2.509641 -1.03 1.23 0.17 0.09
H -5.759745 -6.958361 -1.861730 0.74 1.44 1.22 0.12
H 1.431018 -0.807482 0.571035 -0.17 -1.17 -1.44 0.08
H 6.402045 4.927617 -3.420741 -0.05 0.23 0.04 0.08
H -3.530763 -3.619350 -1.496727 -1.81 0.03 0.37 0.12
H -4.308266 -11.130374 -3.268586 -0.13 -0.03 0.03 0.08
H 9.562389 7.212944 2.049399 -0.18 -0.07 -0.13 0.09
H 7.121587 6.510737 4.544994 0.05 0.06 0.02 0.08
H -8.531755 -1.400229 -2.323182 0.86 -0.38 1.26 0.08
H 5.035687 -3.026597 6.770768 0.06 -0.09 -0.05 0.08
H -6.573351 -4.470060 -2.002637 1.62 -0.71 -0.06 0.11
H 2.047183 10.046205 -4.216068 0.09 0.00 -0.02 0.07
H -2.148597 1.463789 -2.687648 -0.64 -1.54 0.19 0.04
H -4.324820 -1.926394 -2.975980 -1.14 -0.43 0.98 0.11
H 5.632186 6.789498 -1.421622 -0.07 -0.09 -0.18 0.11
H 1.416526 11.213842 -2.086561 0.14 0.13 0.09 0.11
H -8.934304 0.715839 -5.429161 0.00 0.02 0.24 0.11
H 1.469776 -1.745518 -2.573038 -0.07 1.16 1.35 0.11
H -8.862612 -0.633233 -7.290796 0.20 -0.03 0.11 0.09
H 4.074438 4.046726 -2.798958 -0.03 -0.01 -0.24 0.09
H 5.049269 2.207797 -4.207642 0.02 -0.05 0.05 0.08
H -10.647075 -1.104450 -5.738623 0.00 0.09 0.12 0.08
H 5.337220 1.891668 -2.482078 0.04 0.08 -0.07 0.08
H 4.388676 9.884082 2.987974 0.21 0.05 -0.11 0.08
H -9.570005 -2.252386 -4.957779 0.04 0.09 0.03 0.08
H -8.937445 0.096215 0.670666 0.64 0.57 -0.37 0.12
```
Forces are in eV/Å.

The largest force on an atom is 4.57 eV Å⁻¹. The calculation puts the LUMO energy at -4.341 eV. As for the total charge: +1. For the highest occupied orbital energy, the calculation gives -11.030 eV. The spin multiplicity is 1. The calculation puts the total energy at -3985.1514 hartree. As for the HOMO-LUMO gap: 6.69 eV.


2.
Below is C13H16N2O5 in the gas phase at a distorted geometry, with properties calculated with the ωB97M-V functional and the def2-TZVPD basis.

Structure (XYZ):
```
36
Properties=species:S:1:pos:R:3:forces:R:3:lowdin_charge:R:1
O 1.426826 2.936307 -0.752829 -1.34 -0.20 0.11 0.08
O -0.469098 2.983637 0.485205 -1.86 2.61 -0.81 0.08
O -5.303104 -1.769179 -0.614077 4.29 3.13 1.48 0.04
O -3.021580 -1.877587 -0.512069 -0.80 2.20 0.16 0.08
O -1.914275 -0.915367 1.927910 1.03 5.74 -4.05 0.02
N -0.247933 0.747438 1.387083 -3.62 -6.72 4.36 0.05
N -1.302143 0.650302 -1.202843 -1.98 3.86 2.38 0.07
C -2.196750 0.702914 0.030915 -4.20 2.43 -2.82 -0.25
C 4.725520 -0.173543 -0.270680 -1.06 2.65 1.43 -0.13
C -4.200090 -1.172852 -0.381947 -1.59 -2.13 -1.25 -0.40
C -3.805543 0.279179 -0.100904 1.72 0.56 -2.40 0.00
C -1.591097 0.103588 1.152032 3.80 -4.25 5.18 -0.30
C 4.088739 -2.438169 0.218083 -1.23 0.08 -0.39 -0.08
C 2.735348 -2.100037 -0.060364 4.95 3.76 -0.40 -0.02
C 0.689002 0.957942 0.432936 4.77 1.74 -1.71 -0.30
C 1.055539 -0.245706 -0.668514 0.51 -2.07 6.82 -0.03
C 5.055722 -1.383465 0.247324 2.29 -3.87 -2.60 -0.11
C 3.422175 0.329124 -0.442064 1.27 0.59 1.25 -0.05
C 0.567306 2.388705 -0.085051 1.93 -0.34 -0.95 -0.53
C 2.537224 -0.705258 -0.401382 -5.25 -0.75 -0.26 -0.21
H 1.678212 1.273056 1.117877 -1.94 -1.51 -1.71 0.21
H 0.807680 0.100389 -1.545277 -0.19 2.12 -4.88 0.03
H 5.353319 0.656904 -0.252225 2.21 0.69 -0.24 0.08
H 2.070875 -2.856967 -0.211493 -2.20 -1.52 -0.23 0.07
H 3.198995 1.546016 -0.327706 0.41 -3.74 -1.17 0.18
H 4.323912 -3.538744 0.232951 0.14 1.42 0.53 0.11
H 0.250370 -1.089156 -0.571101 1.70 1.23 0.56 0.14
H -0.749450 3.874302 0.080505 1.36 -1.69 0.72 0.19
H -1.411397 -0.197764 -1.623924 -0.30 -2.32 -1.96 0.04
H -2.314102 1.845176 0.219484 0.31 -2.13 0.11 0.17
H 6.175854 -1.756274 0.062883 -2.35 1.09 1.25 0.14
H 0.135783 -0.123872 1.914359 -0.60 2.25 -0.17 0.18
H -3.908384 0.825498 -1.064823 -0.99 -0.39 0.42 0.12
H -4.418351 0.753448 0.637730 -0.22 0.14 0.48 0.11
H -3.338225 -2.747758 -0.462653 -0.30 -2.60 -0.27 0.09
H -1.253263 1.534553 -1.791690 -0.67 -2.07 1.00 0.14
```
Forces are in eV/Å.

The largest force on an atom is 8.79 eV Å⁻¹. The calculation puts the LUMO energy at -0.097 eV. For the highest occupied orbital energy, the calculation gives -9.089 eV. The spin multiplicity is 1. The energy above the lowest of the compared OMol25 structures with the same formula, charge and spin is 176.69 kcal/mol. The calculation puts the total energy at -990.4909 hartree. As for the HOMO-LUMO gap: 8.99 eV.


3.
Below is 2 unconnected molecules or ions with the total composition C6H5F6NO2 at a distorted geometry, with properties calculated with the ωB97M-V functional and the def2-TZVPD basis.

Structure (XYZ):
```
20
Properties=species:S:1:pos:R:3:forces:R:3:lowdin_charge:R:1
F 0.390057 -1.117265 -2.935090 0.19 0.43 0.75 0.15
F 2.973673 -1.648475 0.056004 -0.44 0.08 -0.19 0.15
F 1.843109 -0.496500 1.464516 -0.09 0.69 -0.01 0.15
F 1.006696 -2.293117 0.710919 -0.17 -1.18 0.47 0.16
F 1.275896 -2.657420 -1.805911 0.40 0.12 0.58 0.19
F -0.102199 3.651925 -1.255684 -0.82 -0.57 0.70 -0.15
O -2.789956 -0.996765 2.194465 -0.09 -1.60 -0.07 0.10
O -1.189088 2.141950 0.492376 1.75 0.54 -1.25 0.04
N -1.385224 0.004991 0.653415 -0.61 -2.71 1.55 0.15
C -0.651884 1.059712 0.198357 -2.04 1.49 0.89 -0.39
C -1.968561 -0.057559 1.818938 3.04 1.76 -1.16 -0.21
C 1.018841 -0.554743 -0.745866 0.77 0.70 -0.72 -0.07
C 1.715681 -1.231833 0.347892 0.83 0.20 1.92 -0.61
C 0.520672 0.869660 -0.802906 -0.27 -0.05 1.72 0.00
C 0.938533 -1.395122 -1.744306 -1.45 -0.36 -3.09 -0.30
H -1.671127 0.632554 2.667616 -0.73 -0.47 -1.09 0.17
H -0.664173 3.171826 -0.593805 0.86 0.75 -0.53 0.04
H 0.094902 1.062831 -1.765050 -0.33 0.02 -0.70 0.12
H -2.612386 -1.845009 1.714805 -0.44 1.06 0.02 0.15
H 1.256539 1.698359 -0.670685 -0.36 -0.91 0.19 0.15
```
Forces are in eV/Å.

The largest force on an atom is 3.70 eV Å⁻¹. The calculation puts the LUMO energy at -0.248 eV. For the highest occupied orbital energy, the calculation gives -10.440 eV. The spin multiplicity is 1. The energy above the lowest of the compared OMol25 structures with the same formula, charge and spin is 26.94 kcal/mol. The calculation puts the total energy at -1036.0455 hartree. As for the HOMO-LUMO gap: 10.19 eV.


highest occupied orbital energy of number 1 (C41H93I2NO13PS)? -11.030 eV